[1]
Entry from the Open Molecules 2025 dataset: a structure of composition C28H12BrCrF10N3O4PS4 (ωB97M-V/def2-TZVPD).

```
64
C28H12BrCrF10N3O4PS4 | the Open Molecules 2025 dataset | ωB97M-V/def2-TZVPD
Cr -0.12 1.25 1.18
F 2.58 4.75 -4.12
C 1.93 3.75 -3.53
C 2.12 2.45 -3.95
F 2.94 2.19 -4.96
C 1.43 1.42 -3.33
F 1.62 0.20 -3.85
C 0.58 1.64 -2.26
P -0.29 0.35 -1.23
C 0.62 -1.20 -1.36
C 2.01 -1.24 -1.30
C 2.67 -2.45 -1.15
C 1.94 -3.63 -1.05
C 0.56 -3.59 -1.08
C -0.10 -2.38 -1.23
C -1.76 0.11 -2.29
C -3.00 0.57 -1.86
C -4.11 0.44 -2.68
C -3.99 -0.16 -3.93
C -2.76 -0.63 -4.36
C -1.65 -0.50 -3.54
C 0.37 2.97 -1.90
Br -0.90 3.46 -0.59
C 1.03 4.01 -2.51
F 0.83 5.28 -2.16
H 2.59 -0.32 -1.31
H 3.75 -2.47 -1.10
H 2.46 -4.57 -0.92
H -0.01 -4.51 -0.97
H -1.19 -2.37 -1.22
H -3.10 1.00 -0.87
H -5.07 0.80 -2.34
H -4.87 -0.26 -4.56
H -2.66 -1.10 -5.33
H -0.69 -0.87 -3.88
S 0.68 -0.89 2.12
C -0.83 -1.72 2.36
C -0.80 -3.07 2.72
C -1.95 -3.82 2.90
C -1.84 -5.21 3.25
N -1.72 -6.32 3.52
C -3.20 -3.21 2.74
C -3.25 -1.87 2.39
C -2.09 -1.11 2.19
S -2.30 0.58 1.74
C -4.43 -3.94 2.91
N -5.42 -4.50 3.06
H 0.16 -3.55 2.84
H -4.21 -1.39 2.25
F 1.73 1.52 6.44
C 1.50 1.04 5.22
F 0.35 0.39 5.23
F 2.49 0.22 4.90
S 1.39 2.50 4.03
O 0.11 2.35 3.35
O 1.61 3.66 4.83
N 2.61 2.17 3.03
S 2.42 2.70 1.59
O 1.62 3.89 1.44
O 2.05 1.63 0.63
C 4.08 3.28 1.07
F 4.01 3.68 -0.20
F 4.45 4.30 1.84
F 5.00 2.31 1.16
```

Summary:
Kohn-Sham gap (spin up / spin down): 0.2362 / 0.2484 hartree
Total charge: -1
Energy above the lowest of the compared OMol25 structures with the same formula, charge and spin: 0.407 eV
Highest occupied orbital energy (spin up / spin down): -0.169 / -0.182 Ha
Multiplicity: 5

[2]
Entry from the Open Molecules 2025 dataset: a structure of composition C15H27BeN3OP2 (ωB97M-V/def2-TZVPD).

```
49
C15H27BeN3OP2 | the Open Molecules 2025 dataset | ωB97M-V/def2-TZVPD
Be 0.18 0.08 -0.19
P -0.17 -2.42 1.39
P -2.85 0.29 -0.51
N 1.60 -0.67 -0.31
N 0.04 0.76 -1.69
H 3.07 -0.45 -1.77
H 1.73 1.99 -2.18
H 2.93 0.96 -0.62
C 2.38 0.16 -1.15
H 1.53 0.46 -3.16
C 1.45 0.92 -2.16
H 3.31 -1.98 -0.02
H -0.73 1.88 -3.25
C 2.19 -1.99 -0.16
C -0.99 1.30 -2.35
H 2.06 -1.92 1.89
C 1.59 -2.58 1.14
H 1.81 -3.62 1.38
H -3.66 -0.66 -1.20
H -3.85 1.25 -0.21
H -0.93 -3.57 1.54
H -0.57 -1.41 2.26
O -0.74 -2.00 -0.15
C -0.70 -2.76 -1.24
C -0.45 -4.17 -1.03
C -0.49 -2.14 -2.54
H 2.25 -2.51 -1.10
H 0.26 -4.55 -0.26
H -1.43 -4.59 -0.80
H -0.07 -4.57 -1.97
H 0.18 -1.29 -2.74
H -0.11 -2.94 -3.19
H -1.46 -1.85 -2.94
C -2.33 1.15 -2.00
H -3.06 1.57 -2.71
C -0.38 4.53 3.70
C -0.31 3.38 2.74
C -1.07 2.24 2.96
C -1.01 1.20 2.04
N -0.15 1.21 1.01
C 0.60 2.32 0.80
C 0.52 3.42 1.63
H -1.42 4.80 3.92
H 0.10 4.29 4.66
H 0.12 5.41 3.28
H -1.72 2.15 3.82
H -1.66 0.32 2.12
H 1.28 2.31 -0.06
H 1.12 4.30 1.38
```

Summary:
Kohn-Sham gap (spin up / spin down): 0.1903 / 0.1922 hartree
Total charge: +1
Highest occupied orbital energy (spin up / spin down): -0.340 / -0.340 Ha
Multiplicity: 2

[3]
Entry from the Open Molecules 2025 dataset: a structure of composition C40H48F4LiN4SSbSi2 (ωB97M-V/def2-TZVPD).

```
101
C40H48F4LiN4SSbSi2 | the Open Molecules 2025 dataset | ωB97M-V/def2-TZVPD
Li 0.05 -0.24 0.46
C -3.31 2.07 -2.27
N -2.06 2.12 -1.53
C -1.11 2.98 -2.20
C -2.35 2.55 -0.17
C -1.17 2.90 0.72
N -0.36 1.78 1.17
C 0.58 2.06 2.05
C 1.36 0.99 2.60
F 1.03 -0.25 2.18
C 2.37 1.13 3.51
F 3.02 0.04 3.95
C 2.75 2.38 3.99
C 2.04 3.45 3.49
F 2.39 4.69 3.91
C 1.01 3.33 2.59
F 0.45 4.50 2.17
H -3.79 3.06 -2.33
H -3.99 1.38 -1.77
H -3.13 1.71 -3.28
H -1.39 4.05 -2.18
H -1.04 2.68 -3.25
H -0.13 2.86 -1.74
H -2.92 1.76 0.31
H -2.98 3.46 -0.21
H -1.61 3.41 1.59
H -0.56 3.66 0.21
H 3.56 2.50 4.69
C 3.90 1.06 -2.58
Si 2.90 1.00 -0.93
C 2.13 2.73 -0.95
C 4.25 1.07 0.43
N 1.80 -0.27 -0.67
C 2.20 -1.57 -0.81
C 3.46 -1.93 -1.36
C 3.87 -3.23 -1.56
C 3.04 -4.29 -1.21
C 1.81 -3.97 -0.64
C 1.37 -2.67 -0.43
N 0.12 -2.47 0.23
Si 0.00 -3.35 1.71
C -1.21 -2.61 2.95
C 1.69 -3.34 2.57
C -0.44 -5.23 1.62
H 3.96 2.08 -2.96
H 3.42 0.44 -3.35
H 4.93 0.69 -2.46
H 2.92 3.47 -0.75
H 1.36 2.84 -0.19
H 1.71 2.97 -1.93
H 3.98 1.79 1.20
H 5.23 1.35 0.03
H 4.35 0.09 0.91
H 4.14 -1.13 -1.63
H 4.85 -3.43 -2.00
H 3.33 -5.32 -1.37
H 1.14 -4.78 -0.36
H -1.07 -1.53 3.02
H -1.04 -3.05 3.94
H -2.25 -2.78 2.67
H 1.99 -2.31 2.80
H 2.46 -3.77 1.93
H 1.66 -3.91 3.50
H -0.77 -5.54 0.63
H -1.24 -5.47 2.32
H 0.43 -5.83 1.89
S -2.74 -0.97 0.51
Sb -1.60 -1.99 -1.17
C -2.42 -3.99 -1.32
C -3.10 -4.50 -0.22
C -3.87 -5.65 -0.33
C -3.98 -6.30 -1.55
C -3.32 -5.79 -2.66
C -2.56 -4.64 -2.55
C -3.19 -1.58 -2.74
C -2.96 -1.40 -4.10
C -4.01 -1.32 -5.01
C -5.32 -1.43 -4.58
C -5.57 -1.62 -3.22
C -4.51 -1.68 -2.32
C -0.18 -1.87 -2.79
C 0.15 -0.65 -3.37
C 0.91 -0.62 -4.53
C 1.37 -1.79 -5.11
C 1.05 -3.01 -4.52
C 0.26 -3.05 -3.38
H -3.03 -3.98 0.72
H -4.39 -6.04 0.53
H -4.58 -7.20 -1.64
H -3.42 -6.28 -3.62
H -2.08 -4.23 -3.43
H -1.94 -1.31 -4.47
H -3.80 -1.17 -6.07
H -6.14 -1.38 -5.29
H -6.59 -1.71 -2.87
H -4.71 -1.81 -1.26
H -0.19 0.27 -2.92
H 1.16 0.34 -4.99
H 1.98 -1.76 -6.00
H 1.42 -3.94 -4.95
H 0.01 -4.00 -2.94
```

Summary:
Kohn-Sham gap: 0.2133 hartree
Total charge: -2
Energy above the lowest of the compared OMol25 structures with the same formula, charge and spin: 0.526 eV
Highest occupied orbital energy: -0.053 Ha

[4]
Entry from the Open Molecules 2025 dataset: a structure of composition C19H22AsCl5InN2OS4 (ωB97M-V/def2-TZVPD).

```
55
C19H22AsCl5InN2OS4 | the Open Molecules 2025 dataset | ωB97M-V/def2-TZVPD
In 0.80 -0.40 0.10
C -2.88 1.65 1.32
C -1.47 1.95 0.88
C -0.58 2.79 1.60
C -1.03 3.35 2.93
C 0.67 3.07 1.13
C 1.66 3.67 2.12
C 1.24 2.89 -0.19
C 2.75 3.08 -0.27
C 0.70 2.82 -1.48
C 1.13 3.69 -2.63
C -1.08 1.48 -0.32
C -1.76 2.42 -2.69
H -2.90 0.82 2.03
H -3.46 1.37 0.45
H -3.36 2.51 1.80
H -0.84 4.42 3.02
H -0.50 2.85 3.75
H -2.09 3.19 3.10
H 2.45 2.95 2.32
H 1.21 3.92 3.08
H 2.13 4.58 1.74
H 3.06 4.11 -0.06
H 3.11 2.79 -1.25
H 3.23 2.43 0.46
H 1.55 3.13 -3.47
H 1.87 4.41 -2.29
H 0.27 4.24 -3.01
H -2.57 1.71 -2.78
H 0.10 1.66 -3.19
H -2.07 3.39 -2.35
S 1.14 -2.80 1.28
As 2.66 -1.64 2.32
S 2.88 -0.89 -1.13
S 1.42 0.24 2.41
S 4.06 -1.03 0.58
Cl -0.07 -3.20 -1.84
C -0.68 -2.25 -3.12
C -0.64 -0.80 -3.21
C -0.45 0.02 -2.10
Cl -0.57 1.64 -1.83
C -1.15 -0.54 -4.53
Cl -1.39 0.90 -5.28
C -1.46 -1.72 -5.15
Cl -2.03 -1.93 -6.76
C -1.18 -2.79 -4.27
Cl -1.34 -4.47 -4.61
N -2.10 -3.15 1.28
C -2.28 -2.20 0.32
N -3.26 -2.41 -0.59
O -1.61 -1.17 0.29
H -2.42 -4.08 1.11
H -1.21 -3.07 1.76
H -3.77 -3.27 -0.66
H -3.34 -1.72 -1.32
```

Summary:
Kohn-Sham gap (spin up / spin down): 0.1999 / 0.1998 hartree
Total charge: -1
Energy above the lowest of the compared OMol25 structures with the same formula, charge and spin: 20.624 eV
Highest occupied orbital energy (spin up / spin down): -0.155 / -0.155 Ha

[5]
Entry from the Open Molecules 2025 dataset: a structure of composition C7H6Cl2CrEuN2O3 (ωB97M-V/def2-TZVPD).

```
22
C7H6Cl2CrEuN2O3 | the Open Molecules 2025 dataset | ωB97M-V/def2-TZVPD
Cr -2.43 -2.70 -1.34
Eu -1.06 0.21 -0.66
Cl -0.12 -2.47 -1.30
Cl -2.61 -1.62 0.78
C -2.39 2.20 0.68
C -2.25 -3.15 -3.21
C -4.39 -2.78 -1.35
O -3.03 2.98 1.23
O -2.08 -3.43 -4.33
O -5.55 -2.87 -1.49
C 1.08 1.50 2.44
C 1.77 1.17 1.17
N 1.24 0.69 0.05
C 2.28 0.52 -0.87
C 3.44 0.93 -0.28
N 3.11 1.33 1.01
H 1.52 0.92 3.26
H 1.20 2.57 2.66
H 0.01 1.26 2.36
H 2.07 0.11 -1.85
H 4.45 0.96 -0.67
H 3.73 1.69 1.72
```

Summary:
Kohn-Sham gap (spin up / spin down): 0.2440 / 0.2459 hartree
Total charge: +4
Highest occupied orbital energy (spin up / spin down): -0.908 / -0.915 Ha
Multiplicity: 10

[6]
Entry from the Open Molecules 2025 dataset: the molecule C4H12N2O (ωB97M-V/def2-TZVPD).

```
19
C4H12N2O | the Open Molecules 2025 dataset | ωB97M-V/def2-TZVPD
C -1.69 -0.07 -0.48
O -2.58 -0.74 0.41
C -0.22 -0.32 -0.01
C 0.83 0.20 -0.95
C 2.05 0.75 -0.17
N 1.67 1.81 0.76
N -0.02 -1.74 0.20
H -1.95 -0.38 -1.50
H -1.99 0.99 -0.40
H -2.47 -0.54 1.34
H -0.16 0.37 0.85
H 1.15 -0.53 -1.72
H 0.46 0.98 -1.64
H 2.55 -0.06 0.37
H 2.75 1.15 -1.00
H 2.07 2.72 0.68
H 1.16 1.60 1.59
H -0.83 -2.29 -0.08
H 0.38 -2.15 1.05
```

Summary:
Structure (SMILES): NCC[C@H](N)CO
Kohn-Sham gap: 0.3485 hartree
Energy above the lowest of the compared OMol25 structures with the same formula, charge and spin: 2.019 eV
Highest occupied orbital energy: -0.317 Ha

Max |F|: 1.038 5.060 1.294 2.847 9.062 1.984 (eV/A)